The following is a quantum chemistry calculation of a gas-phase ion, C7H8N3 (charge +1) in a non-equilibrium geometry, from the OMol25 dataset.

Calculated values
SMILES ... C=c1ccc(=C=N)[n+](C)n1
HOMO (alpha / beta) ... -0.4435 / -0.4380 hartree
Total charge ... +1

Each line ends with the Löwdin charge.
Positions of all 18 atoms, in Å:
H: 4.104 1.396 0.885  0.123
H: 0.288 1.146 -2.537  0.082
H: -3.283 -1.581 -1.216  0.136
H: -1.426 -1.596 2.048  0.107
C: 0.347 -0.667 1.439  0.037
H: 0.823 -0.773 2.307  0.080
N: 3.393 0.835 0.464  0.302
H: -0.164 2.421 -1.502  0.141
H: 1.471 1.849 -1.500  0.062
N: -0.961 -0.087 -0.883  0.209
C: -2.747 -1.580 -0.155  0.140
N: 0.119 0.491 -0.644  -0.093
C: -0.892 -1.149 1.284  -0.006
C: 0.928 0.235 0.400  -0.167
C: 2.226 0.598 0.545  0.001
C: -1.608 -0.886 0.052  -0.307
C: 0.508 1.537 -1.617  0.084
H: -3.126 -2.189 0.630  0.068

The following is a quantum chemistry calculation of a single C3H4N2O molecule, from the OMol25 dataset.

Calculated values
HOMO ... -0.3283 hartree

Each line ends with the Löwdin charge.
Positions of all 10 atoms, in Å:
C: 1.239 0.961 0.295  -0.413
H: -1.434 0.295 -1.875  0.113
C: 0.083 -0.909 0.760  -0.190
H: -2.184 -0.210 -0.417  0.122
H: -0.212 -1.781 1.353  0.112
N: 0.785 0.038 1.271  0.089
O: 0.786 2.063 0.100  0.029
N: -1.345 -0.202 -0.996  0.100
H: 2.122 0.560 -0.240  0.129
C: -0.174 -0.648 -0.645  -0.090

The following is a quantum chemistry calculation of 2 unconnected molecules or ions with the total composition C4H9O2 in a non-equilibrium geometry, from the OMol25 dataset.

Calculated values
Spin multiplicity ... 2
HOMO (alpha / beta) ... 0.1372 / -0.0611 hartree
⟨S²⟩ ... 0.750
Total charge ... -2

Each line ends with the Löwdin charge.
Positions of all 15 atoms, in Å:
H: -1.388 0.269 -3.393  -0.054
H: -1.353 -0.311 -1.159  0.035
C: 0.231 -0.494 3.248  -0.807
H: 2.030 -1.105 2.087  0.037
C: -0.563 0.381 -1.426  -0.276
H: 0.929 0.080 1.399  0.039
C: 0.988 -0.882 1.904  -0.059
C: -0.619 0.874 -2.911  -0.654
H: 0.434 -1.657 1.383  0.045
O: 0.609 0.581 3.758  -0.131
H: 0.389 -0.124 -1.403  0.018
H: 0.306 0.660 -3.436  -0.052
O: -0.671 -1.279 3.616  -0.130
H: -0.346 1.108 -0.647  0.035
H: -0.975 1.898 -3.022  -0.046

The following is a quantum chemistry calculation of a molecular structure, C29H29N4O7PS2SeW in a non-equilibrium geometry, from the OMol25 dataset.

Calculated values
Spin multiplicity ... 2
HOMO (alpha / beta) ... -0.3746 / -0.3763 hartree
⟨S²⟩ ... 0.759
Total charge ... +1

Each line ends with the Löwdin charge.
Positions of all 74 atoms, in Å:
C: -12.854 -4.110 -2.156  -0.065
H: 0.000 2.500 1.657  0.108
H: 1.033 4.593 -1.107  0.045
H: 0.752 -0.326 -4.657  0.093
H: 1.863 -1.324 2.564  0.124
H: 2.635 5.335 -1.257  0.086
C: -4.634 0.264 1.465  0.035
C: -8.179 -3.634 -2.990  -0.010
C: 1.282 1.458 -5.754  -0.073
H: 1.583 0.937 -6.664  0.089
H: -4.005 1.625 2.996  0.122
H: -7.083 -1.217 0.212  0.150
H: 0.842 2.414 -6.034  0.090
H: -0.825 -3.094 -4.027  0.127
C: -3.721 1.016 2.150  -0.006
C: -6.672 -2.356 -1.522  -0.239
H: -7.320 -3.850 -3.610  0.115
H: -1.670 1.602 2.295  0.093
C: -10.376 -3.068 -1.375  -0.006
C: 1.804 4.899 -1.814  -0.072
N: -1.947 0.279 0.731  -0.048
H: 0.571 -1.803 -2.459  0.066
P: 0.405 1.809 -2.637  -0.090
H: -12.736 -4.521 -1.151  0.098
C: -9.117 -2.584 -1.047  -0.024
C: 0.286 0.590 -5.025  -0.261
O: -0.567 -1.810 1.307  -0.524
H: -13.671 -4.614 -2.661  0.096
C: -4.583 -1.962 -1.567  -0.162
C: 2.295 3.719 -2.620  -0.264
S: -0.873 2.276 -1.247  0.399
H: 2.855 3.005 -2.013  0.079
C: -4.212 -0.496 0.362  -0.044
C: 0.578 0.485 2.475  -0.146
Se: 0.436 -3.107 0.709  0.966
C: 2.402 0.275 1.124  -0.148
N: -5.586 -2.623 -2.216  0.199
O: -0.414 -4.026 -0.296  -0.374
C: 1.771 1.512 0.823  -0.220
H: 2.180 1.645 -5.166  0.071
H: -5.676 0.261 1.761  0.126
C: 1.675 -0.343 2.155  -0.118
O: 1.320 -1.903 -0.203  -0.600
C: -0.499 -1.817 -2.348  -0.145
C: 0.654 1.646 1.655  -0.195
H: 1.384 5.668 -2.460  0.086
C: -2.653 -2.619 -3.008  0.061
H: -9.029 -1.990 -0.145  0.106
C: -8.012 -2.854 -1.841  -0.161
C: -2.379 1.001 1.756  -0.104
O: 1.338 -3.739 1.869  -0.377
H: -13.066 -3.040 -2.099  0.097
W: 0.210 -0.246 0.240  1.543
N: -6.405 -1.544 -0.451  0.192
C: -5.054 -1.284 -0.470  -0.118
H: -0.165 0.263 3.221  0.132
H: 2.088 2.231 0.092  0.083
O: 1.195 3.027 -3.262  -0.320
C: -2.339 -1.190 -1.098  -0.131
H: 3.255 -0.139 0.613  0.132
O: -11.697 -4.358 -2.943  -0.065
S: 1.692 0.429 -1.916  0.494
C: -3.196 -1.928 -1.910  -0.043
C: -9.418 -4.121 -3.329  0.020
C: -10.526 -3.839 -2.524  -0.276
H: -11.217 -2.841 -0.738  0.106
C: -1.305 -2.557 -3.222  0.005
C: -2.846 -0.456 0.033  -0.138
H: -0.545 0.321 -5.674  0.125
H: -3.316 -3.197 -3.638  0.133
H: 2.935 4.032 -3.443  0.126
N: -1.002 -1.118 -1.338  -0.062
O: -0.360 1.234 -3.896  -0.318
H: -9.564 -4.724 -4.215  0.127